(1)
# C10H15BrHfN2O2P

C10H15BrHfN2O2P as an isolated structure in a non-equilibrium geometry (ωB97M-V with the def2-TZVPD basis set, the OMol25 dataset).

The net charge is +3. The LUMO energy is -13.7063 eV. As for the orbital gap: 5.0 eV. Its HOMO energy is -0.6881 Ha.

Last column: Mulliken charge in e.
Geometry (Å):
C: -0.78070 2.14098 -2.12712  -1.26
C: 0.05170 0.91977 -2.25358  0.73
N: 0.01413 0.19057 -3.30167  -0.44
C: 0.99953 0.54789 -1.19630  -1.01
P: 0.12643 0.31818 0.55735  0.76
C: -0.71051 -1.27340 -0.01110  0.41
C: -1.77707 -1.75394 0.76773  -0.49
C: -2.51622 -2.81529 0.31691  -0.62
C: -2.17309 -3.39997 -0.87374  -0.46
C: -1.06053 -2.90794 -1.55719  -0.33
N: -0.36365 -1.89316 -1.10036  -0.10
O: 1.50503 -0.34517 1.28509  -0.44
C: 1.91136 0.31971 2.44251  -0.36
C: 1.18785 1.67003 2.40337  -0.20
Br: 2.50203 3.35606 3.14327  0.07
O: 0.84939 1.92684 1.19598  -0.40
H: -1.82004 1.85896 -1.94137  0.38
H: -0.45649 2.79109 -1.32339  0.32
H: -0.76583 2.67114 -3.07648  0.43
H: 0.52571 -0.68748 -3.27226  0.31
H: 1.71541 1.35096 -1.02890  0.49
H: 1.54313 -0.38244 -1.37455  0.54
H: -1.06170 1.07647 0.15576  0.42
H: -0.62085 0.12229 1.78289  0.05
H: -2.05117 -1.22872 1.67179  0.44
H: -3.35579 -3.18344 0.88615  0.48
H: -2.70974 -4.24588 -1.27218  0.45
H: -0.73282 -3.39511 -2.46421  0.44
H: 2.98828 0.46999 2.45218  0.42
H: 1.67022 -0.21004 3.36471  0.33
H: 0.42536 1.87591 3.15764  0.57
Hf: 4.94066 4.11514 2.59108  1.08

Cartesian forces, eV/Å:
-0.06 -0.02 -0.10
-0.53 -0.42 0.31
0.20 0.22 -0.26
1.05 0.39 -1.41
-0.99 -0.74 1.49
0.70 -0.68 -0.72
0.15 0.47 0.95
-0.32 -0.13 0.00
-0.16 -0.07 -0.31
0.08 -0.25 -1.02
-0.28 0.03 0.63
0.13 -0.04 -0.85
0.28 0.31 0.76
-1.26 -1.90 -1.34
2.29 1.38 0.10
-0.62 1.10 0.27
-0.12 -0.02 -0.03
0.11 0.14 0.06
-0.07 0.08 -0.07
0.02 -0.10 0.13
-0.10 0.20 0.39
-0.34 -0.41 0.43
0.79 0.47 -0.04
0.00 0.08 -0.27
-0.05 0.09 0.07
-0.13 0.02 0.14
0.03 -0.20 -0.02
0.19 -0.06 -0.04
0.16 -0.16 -0.20
-0.27 -0.18 -0.02
0.55 0.75 0.53
-1.45 -0.37 0.44



(2)
# C10H15Cl

One molecule with the formula C10H15Cl in a non-equilibrium geometry (ωB97M-V with the def2-TZVPD basis set, the OMol25 dataset).

Its energy above the lowest of the compared OMol25 structures with the same formula, charge and spin is 5.2 kJ/mol. The LUMO energy (alpha / beta) is 0.1583 / 0.5791 eV. As for the orbital gap (alpha / beta): 7.8 / 8.4 eV. Its HOMO energy (alpha / beta) is -0.2793 / -0.2883 Ha.

Last column: Mulliken charge in e.
Geometry (Å):
C: 0.45716 -1.83272 -0.16537  -0.89
C: 0.40740 -1.44747 -1.43722  -0.37
C: -1.47102 -0.32026 0.40906  -0.82
C: -0.13700 -0.91336 0.88246  -0.10
C: -0.72090 0.91912 0.14062  -0.87
C: 0.04640 -0.19541 -2.14780  0.74
C: 0.47451 0.52832 0.89767  1.91
C: -0.94506 -0.21232 -3.28711  -1.53
C: 0.40330 1.25405 2.30093  -1.61
C: 1.92483 0.66905 0.49172  -1.97
Cl: 1.49862 0.56685 -2.66070  -0.18
H: 0.87446 -2.75181 0.13060  0.45
H: 0.86370 -2.20436 -2.20798  0.16
H: -1.91711 -0.70615 -0.44014  0.24
H: -2.30171 -0.33622 1.09257  0.28
H: -0.19962 -1.37065 1.83683  0.73
H: -1.12347 1.98203 0.05442  0.28
H: -1.86068 -0.76469 -2.94960  0.30
H: -0.64790 -0.77733 -4.23167  0.33
H: -0.97161 0.69511 -3.68609  0.49
H: 1.05515 0.79462 3.13235  0.31
H: -0.58509 1.27588 2.62233  0.52
H: 0.62245 2.36208 2.28194  0.34
H: 2.05070 -0.07957 -0.29957  0.40
H: 2.65521 0.42499 1.19821  0.46
H: 1.98791 1.61889 0.12823  0.44

Cartesian forces, eV/Å:
-1.30 2.30 -0.16
1.29 -2.49 -2.08
0.19 0.52 0.92
0.17 -0.58 -0.26
-0.61 2.67 -1.95
-0.46 -0.35 0.71
1.27 -0.05 2.87
0.14 -5.14 1.25
1.55 0.14 0.49
-1.88 -2.77 -1.80
0.81 0.83 -0.56
0.45 -1.03 0.12
-0.78 1.18 1.28
-0.59 -1.26 -1.93
-0.14 0.47 1.03
0.12 -0.60 0.96
0.58 -1.43 -0.17
0.32 1.22 -0.38
0.41 -0.09 1.35
-1.24 4.23 -1.15
-0.88 0.48 -1.44
-1.98 -0.39 0.95
0.34 -1.14 -0.53
0.51 0.70 -0.03
0.72 -0.05 1.66
0.98 2.62 -1.15



(3)
# C10H15ClNO6

A 4-piece molecular cluster, C10H15ClNO6 overall in a non-equilibrium geometry (ωB97M-V with the def2-TZVPD basis set, the OMol25 dataset).

The net charge is -1. Its energy above the lowest of the compared OMol25 structures with the same formula, charge and spin is 102.9 kJ/mol. The LUMO energy is 2.3238 eV. As for the orbital gap: 6.3 eV. Its HOMO energy is -0.1458 Ha.

Last column: Mulliken charge in e.
Geometry (Å):
Cl: 4.17681 1.75770 1.05800  -1.00
C: -3.67958 5.62527 2.74682  -1.15
C: -2.42099 5.44724 1.94143  -0.36
C: -1.90455 4.01924 1.71112  -0.48
C: -2.93038 3.09759 1.25381  0.27
N: -3.73499 2.34719 0.84373  -0.46
H: -3.73310 6.66122 3.08154  0.36
H: -3.64283 4.92381 3.58031  0.30
H: -4.56432 5.39051 2.15501  0.33
H: -1.61049 5.83478 2.55868  0.26
H: -2.44385 6.05102 1.03422  0.31
H: -1.30932 3.59436 2.51937  0.31
H: -1.11405 4.07343 0.96260  0.31
C: 1.10884 -0.58156 -3.61325  -0.26
C: -0.29534 -0.21278 -4.07861  -0.27
O: -0.50732 -0.88661 -5.29008  -0.29
C: 0.43026 -1.74904 -5.42282  0.71
O: 0.49806 -2.55317 -6.35509  -0.61
O: 1.34369 -1.68181 -4.45992  -0.32
H: 1.21040 -0.99237 -2.60875  0.24
H: 1.85963 0.19729 -3.74668  0.23
H: -0.46159 0.86349 -4.12461  0.31
H: -0.86688 -0.65320 -3.26162  0.25
C: 1.72274 -4.72160 2.21572  -0.29
C: 3.18091 -4.54896 2.15185  -0.25
O: 3.63251 -5.37613 1.10994  -0.32
C: 2.52030 -6.12677 0.66712  0.63
O: 2.44476 -6.86164 -0.29436  -0.51
O: 1.38663 -5.73412 1.36891  -0.32
H: 1.21622 -3.75777 2.16512  0.30
H: 1.53127 -5.10586 3.21762  0.23
H: 3.65681 -4.82314 3.09336  0.25
H: 3.29986 -3.51772 1.81944  0.29

Cartesian forces, eV/Å:
-0.12 -0.04 -0.02
-0.21 -0.47 -0.23
1.22 0.17 0.76
0.26 0.21 -0.76
-1.93 -2.31 -1.22
1.93 2.00 1.13
-0.18 -0.14 0.19
-0.22 0.25 0.28
-0.09 0.02 0.06
0.10 0.56 -0.14
0.00 -0.31 -0.17
-0.65 0.04 0.57
-0.19 -0.05 -0.48
0.52 0.13 -0.19
-0.08 0.79 2.75
-1.79 1.99 0.30
2.15 -4.15 -3.45
-0.20 1.65 2.02
1.01 -0.78 -0.46
-0.39 0.53 0.14
0.08 -0.08 -0.19
-0.17 -0.25 -0.38
-1.08 0.19 -0.49
-0.93 0.23 3.64
1.16 1.48 -0.36
-1.71 -2.34 -1.18
-0.45 0.53 -1.94
0.89 1.21 2.44
0.72 -1.33 -2.29
-0.50 -0.33 -0.89
-0.56 0.22 0.29
0.32 0.35 -0.22
1.07 0.03 0.49



no.,energy (Ha)
1,-3611.9622
2,-850.0094
3,-1356.4693